No. 1
The following is a DFT calculation (wB97M-V/def2-TZVPD) of 2 unconnected molecules or ions with the total composition C7H23N2OSi2 at a distorted geometry.

Results
Orbital gap ... 6.07 eV
ΔE to the lowest compared entry with this formula, charge and spin ... 32.1 kcal/mol
E_HOMO ... -11.083 eV
Charge ... +1
LUMO level ... -0.184 Ha

Atoms and positions in Å:
Si 2.58 -1.52 2.10
Si 0.34 -3.57 3.32
O 1.54 -2.51 2.73
N -2.32 -1.40 -0.01
N 0.04 0.29 -0.65
C -1.73 2.84 -0.32
C -2.06 -0.87 -1.34
C -0.93 2.48 -1.57
C -0.43 3.75 -2.27
C 4.38 -2.03 2.06
C -0.55 -0.70 -1.53
C 0.29 1.60 -1.22
H 0.39 -3.29 4.75
H 0.87 -4.86 2.91
H 1.95 -0.34 1.54
H -1.10 3.38 0.39
H 0.24 4.30 -1.62
H -0.86 -3.13 2.63
H 4.66 -2.36 1.06
H -2.55 0.10 -1.41
H -0.54 0.37 0.18
H -2.56 3.48 -0.59
H 0.88 1.45 -2.12
H -2.13 1.96 0.18
H -2.45 -1.51 -2.15
H -0.34 -0.42 -2.57
H 5.04 -1.20 2.31
H -1.57 1.93 -2.26
H 4.58 -2.85 2.75
H 0.09 3.50 -3.18
H -0.06 -1.66 -1.33
H 0.91 2.15 -0.50
H -2.03 -2.37 0.04
H -1.27 4.39 -2.51
H -3.31 -1.37 0.20

So, what does the Löwdin scheme give us? The charges, in e, come out as:
1 Si 0.903
2 Si 0.679
3 O -0.464
4 N -0.010
5 N -0.089
6 C -0.074
7 C -0.275
8 C -0.432
9 C -0.079
10 C -0.154
11 C -0.234
12 C -0.231
13 H -0.046
14 H -0.048
15 H -0.003
16 H 0.083
17 H 0.082
18 H -0.056
19 H 0.052
20 H 0.099
21 H 0.079
22 H 0.082
23 H 0.117
24 H 0.061
25 H 0.113
26 H 0.118
27 H 0.047
28 H 0.124
29 H 0.053
30 H 0.078
31 H 0.099
32 H 0.117
33 H 0.060
34 H 0.080
35 H 0.072

***

No. 2
The following is a DFT calculation (wB97M-V/def2-TZVPD) of 2 unconnected molecules or ions with the total composition C2H12N4 at a distorted geometry.

Results
Orbital gap ... 9.90 eV
ΔE to the lowest compared entry with this formula, charge and spin ... 30.4 kcal/mol
E_HOMO ... -8.875 eV
LUMO level ... 0.038 Ha
SMILES ... NCN.NCN

Atoms and positions in Å:
N 2.02 -0.51 -0.35
N -1.61 0.68 -1.59
N 2.90 1.12 1.44
N -3.39 -0.71 -0.54
C 2.60 -0.35 1.14
C -2.06 -0.25 -0.46
H -2.37 1.25 -1.75
H -3.61 -1.66 -0.15
H -1.91 0.43 0.46
H 1.03 -0.23 -0.36
H 3.38 1.27 2.34
H -4.17 -0.25 -1.12
H 1.91 -0.83 1.85
H 2.10 1.69 1.40
H -1.54 0.09 -2.35
H -1.30 -1.00 -0.34
H 3.50 -1.00 1.17
H 2.51 0.25 -0.80

So, what does the Löwdin scheme give us? The charges, in e, come out as:
1 N -0.016
2 N 0.019
3 N -0.027
4 N -0.051
5 C -0.272
6 C -0.391
7 H 0.011
8 H 0.092
9 H 0.106
10 H 0.021
11 H 0.067
12 H 0.110
13 H 0.081
14 H 0.019
15 H 0.023
16 H 0.085
17 H 0.087
18 H 0.033

***

No. 3
The following is a DFT calculation (wB97M-V/def2-TZVPD) of 2 unconnected molecules or ions with the total composition C4H9NOS at a distorted geometry.

Results
Orbital gap (spin up / spin down) ... 8.45 / 8.41 eV
ΔE to the lowest compared entry with this formula, charge and spin ... 160.2 kcal/mol
E_HOMO (spin up / spin down) ... -8.780 / -8.585 eV
LUMO level (spin up / spin down) ... -0.012 / -0.007 Ha

Atoms and positions in Å:
S 0.23 1.25 0.56
O 0.77 1.62 -0.76
N 1.94 -0.87 0.80
C 2.67 -0.61 -0.30
C -1.48 0.67 0.31
C -1.72 -0.74 0.74
C -1.66 -0.40 -0.72
H 3.72 -0.35 -0.06
H -2.25 1.42 0.45
H -0.78 -0.69 -1.27
H -0.21 2.50 1.08
H 2.24 0.28 -0.82
H 2.67 -1.44 -1.03
H -0.88 -1.27 1.16
H -2.57 -0.39 -1.30
H -2.68 -0.99 1.17

So, what does the Löwdin scheme give us? The charges, in e, come out as:
1 S 0.899
2 O -0.586
3 N 0.041
4 C -0.320
5 C -0.453
6 C -0.161
7 C -0.144
8 H 0.085
9 H 0.103
10 H 0.097
11 H 0.013
12 H 0.051
13 H 0.088
14 H 0.083
15 H 0.104
16 H 0.100

***

What is the ΔE to the lowest compared entry with this formula, charge and spin in the third record?
160.2 kcal/mol

***

Which of these has the lowest ΔE to the lowest compared entry with this formula, charge and spin?
C2H12N4

***

The highest ΔE to the lowest compared entry with this formula, charge and spin belongs to which entry?
C4H9NOS